[1]
Here is a molecular structure, C30H30ClN9O5S2Ti from the Open Molecules 2025 dataset. Energies are from the ωB97M-V functional and the def2-TZVPD basis.

```
78
Properties=species:S:1:pos:R:3:forces:R:3:mulliken_spin:R:1
H -7.23512 -2.31373 1.54731 0.0 0.0 0.0 0.000
H -1.28637 -0.43603 -4.94344 0.0 0.0 0.0 0.000
N 0.67041 4.60665 -0.08479 0.0 0.0 0.0 0.083
C -4.55672 0.33190 2.50062 0.0 0.0 0.0 -0.006
H 2.44873 5.88962 2.17181 0.0 0.0 0.0 0.000
N 0.90740 0.85027 -2.73700 -0.1 -0.3 0.2 -0.021
H 2.53804 -1.95174 0.55595 0.1 0.0 0.0 0.026
C 2.82401 -1.04660 1.07342 0.3 -0.1 -0.2 -0.066
C 0.05871 0.76156 -3.82475 0.0 0.1 -0.1 0.001
H 3.38326 1.14185 -1.58599 0.0 0.0 0.0 -0.010
H 0.66104 -6.36913 0.96350 0.0 0.0 0.0 -0.006
H 0.32166 -4.41552 2.33122 0.0 0.0 0.0 0.021
N 2.21533 0.08024 0.66181 -0.1 -0.4 -0.2 0.157
C 3.47886 1.26489 2.35844 0.0 0.0 0.0 0.064
H -0.51201 2.53651 -2.19767 0.1 0.0 -0.1 -0.001
C 0.54378 1.54543 -4.84699 -0.1 -0.1 0.0 0.001
Cl 3.09485 -1.75114 -2.87844 0.2 -0.2 -0.3 -0.004
H 3.67438 2.21233 2.83889 0.0 0.0 0.0 0.021
C 1.44629 4.60896 0.99399 0.0 0.0 0.0 0.004
H -0.62498 4.27035 -2.05073 0.0 0.0 0.0 0.002
C -3.52941 1.37616 2.84119 -0.1 -0.1 0.0 0.012
N -0.36502 -0.64523 0.90353 0.4 0.2 -0.4 0.156
C -1.12791 -0.15070 -3.90099 0.0 0.0 0.0 0.002
H -2.05248 0.30820 -3.54112 0.0 0.0 0.0 0.000
H -0.96577 -1.06102 -3.32532 0.0 0.0 0.0 -0.001
C -4.17820 -0.91914 2.00967 0.0 0.0 0.0 0.012
O 0.06556 -1.75807 -1.37622 0.4 -0.2 0.3 0.043
C 0.46890 3.38836 -0.63095 0.0 0.1 0.0 -0.029
C 0.51946 -5.40980 0.47654 0.0 -0.1 0.0 -0.124
H -0.06613 -2.87930 3.39842 0.0 0.0 0.0 0.004
H 4.00537 2.15797 -2.87375 0.0 0.0 0.0 0.000
C 1.80583 2.39425 0.91532 0.0 0.0 0.1 0.220
S -1.67417 0.79398 -0.95108 -0.1 0.1 -0.2 0.029
C -0.16452 -1.84668 1.49737 -0.1 0.1 0.2 0.328
S -2.88840 2.24582 1.37247 0.0 -0.1 0.0 0.017
C -5.91436 0.60606 2.64312 0.0 0.0 0.0 0.001
O 2.62942 -1.11716 -1.63476 -0.1 0.3 0.4 0.013
C 3.80807 -1.08336 2.02740 -0.2 0.0 0.2 0.184
H -3.96979 2.14800 3.47484 0.0 0.0 0.0 0.000
H 4.90505 0.13839 3.46277 0.0 0.0 0.0 0.011
C -0.35605 -1.91682 2.98687 0.0 0.0 0.0 -0.018
H 4.27993 -2.02609 2.26477 0.0 0.0 0.0 0.016
H 0.09974 1.62287 -5.82991 0.0 0.0 0.0 0.000
C 1.95326 1.67594 -3.10529 0.0 0.0 -0.1 0.008
N 1.60744 5.83500 1.62175 0.0 0.0 0.0 0.004
H -4.82160 -2.81853 1.27439 0.0 0.0 0.0 0.000
H 0.70609 -6.19978 -1.52151 0.0 0.0 0.0 0.023
H 2.99321 2.86783 -1.61563 0.0 0.0 0.0 -0.004
C 0.53909 -5.32095 -0.91131 0.0 0.0 0.0 0.212
H 0.23971 -1.13968 3.47409 0.0 0.0 0.0 0.012
Ti 0.70133 -0.11167 -0.86670 -0.6 0.5 0.3 0.036
H -6.22094 1.57830 3.01461 0.0 0.0 0.0 0.000
O 4.03241 -0.86479 -3.50228 0.0 0.0 0.0 0.000
C 2.50155 1.24284 1.33277 -0.1 0.0 0.0 0.122
O 3.74277 -2.97962 -2.50805 0.0 0.0 0.0 0.000
C 3.13629 1.98007 -2.23776 0.0 0.0 0.0 0.024
H 1.44299 6.61484 1.00655 0.0 0.0 0.0 0.002
N -1.12077 0.27227 1.58670 -0.1 0.0 0.0 -0.059
C 4.14234 0.12258 2.69288 0.0 0.1 0.0 0.056
N 2.07221 3.57939 1.52109 0.0 0.0 0.0 0.047
N 0.92948 2.22858 -0.12041 0.2 0.0 -0.1 0.071
C -5.13807 -1.86055 1.66814 0.0 0.0 0.0 0.000
N -0.20694 3.40064 -1.78122 0.0 0.0 0.1 0.002
H 0.45035 -3.92502 -2.57312 0.0 0.0 0.0 -0.005
C -6.48886 -1.57663 1.81872 0.0 0.0 0.0 0.000
H 2.44175 2.75256 -4.93542 0.0 0.0 0.0 0.000
H -1.39723 -1.72961 3.26928 0.0 0.0 0.0 0.002
H -3.12897 -1.14550 1.87707 0.0 0.0 0.0 0.000
C 1.75604 2.11881 -4.39073 0.1 0.0 0.1 -0.001
H -2.68134 0.93842 3.36503 0.1 0.0 0.0 -0.002
C 0.19055 -2.93640 -0.73127 -0.1 0.2 -0.1 0.136
H -7.92694 -0.10326 2.42828 0.0 0.0 0.0 0.000
C -1.77759 1.01265 0.76003 0.1 -0.1 0.1 0.095
C 0.12936 -2.99319 0.70309 0.0 -0.1 -0.1 -0.045
C 0.38219 -4.07012 -1.50297 0.1 0.0 0.1 -0.089
C -6.87542 -0.33822 2.30978 0.0 0.0 0.0 0.001
C 0.32786 -4.28658 1.25779 0.0 0.0 0.0 0.209
O 1.97970 -2.00398 -3.73574 -0.1 0.0 -0.1 0.002
```
Forces are in eV/Å.

As for the total energy: -112552.0767 eV. For the HOMO energy (alpha / beta), the calculation gives 0.1 / -1.9 eV. As for the LUMO energy (alpha / beta): 4.23 / 4.22 eV. For the energy relative to the best compared isomer or geometry (same formula, charge and spin), the calculation gives 162.1 kJ/mol. Its total charge is -2. As for the multiplicity: 3.



[2]
Here is a molecular structure, C30H30CoO13P2S2 from the Open Molecules 2025 dataset. Energies are from the ωB97M-V functional and the def2-TZVPD basis.

```
78
Properties=species:S:1:pos:R:3:forces:R:3:mulliken_spin:R:1
C 5.35378 -1.14194 1.00711 0.0 0.0 0.0 -0.003
O 0.13398 -1.43169 2.17794 0.2 0.2 0.1 0.031
C 5.23161 -3.49855 1.39309 0.0 0.0 0.0 0.001
C 1.28504 2.49061 1.45866 0.0 -0.1 0.0 0.009
O 0.99446 1.31940 1.77418 -0.2 0.2 0.0 0.028
H -3.54080 3.59825 -2.11415 0.0 0.0 -0.1 0.000
O -0.67357 0.37268 3.74028 0.0 0.0 0.1 -0.001
H 1.35509 6.05092 -2.39231 0.0 0.0 0.0 0.000
H 4.79914 2.32494 -3.93034 0.0 0.0 0.0 0.000
C 2.65625 4.10136 0.18806 0.0 0.0 0.0 -0.001
C 3.94959 -3.51211 0.89025 0.0 0.0 0.0 0.000
C -1.65136 4.59208 -1.82557 0.0 -0.1 0.0 0.000
O -1.02016 -2.06367 4.43150 0.0 0.0 0.0 0.002
H -3.96353 1.22617 -2.40088 0.0 0.0 0.0 0.000
C -2.06817 0.31792 -5.86148 0.0 0.0 0.0 0.000
H -0.20354 3.25891 2.75335 0.0 0.0 0.0 0.000
P -2.66937 -0.04366 1.32614 -0.1 0.0 0.0 0.008
C 0.38848 5.87569 -1.93903 0.0 0.0 0.0 0.000
H 3.28238 2.95955 -4.60839 0.0 0.0 0.0 0.000
H 1.43772 3.71654 3.21648 0.0 0.0 0.0 0.000
H 3.61657 -0.23068 0.16348 0.0 0.0 0.0 0.009
C 0.76203 3.58323 2.36804 0.1 0.0 0.0 0.005
C -0.45284 -0.82412 -4.49939 0.0 0.0 0.0 0.001
H 0.04956 0.74956 3.20222 0.0 0.0 -0.1 0.001
C 2.21333 1.88606 -0.77766 0.1 0.0 0.0 -0.004
O 4.12319 4.09694 -3.08941 0.0 0.0 0.1 0.000
H 7.57761 -0.57344 1.38515 0.0 0.0 0.0 0.000
H -3.64947 1.30555 -4.79652 0.0 0.0 0.0 0.000
Co 0.50767 -0.29875 0.44188 0.2 -0.6 0.2 2.776
C 5.97433 -2.31618 1.45205 0.1 0.0 0.1 0.004
O 7.86954 -3.33456 2.49276 0.0 0.0 0.0 0.001
O -1.51151 -0.10642 0.33208 0.3 0.1 -0.1 0.020
C -2.29680 0.32730 -3.45445 0.0 0.0 0.0 0.006
O -2.62627 1.37241 2.09683 0.0 0.1 -0.1 0.001
O 1.81770 0.68456 -0.75874 -0.1 0.1 0.0 0.032
C -1.13459 -0.43803 -3.35814 0.0 0.0 0.0 -0.002
C 3.32341 -2.34088 0.41082 0.1 0.1 -0.1 -0.015
C 2.05644 2.82594 0.29592 -0.1 0.0 0.0 -0.005
S -2.00079 1.98654 -1.27413 0.3 0.0 0.0 0.004
H -2.27867 3.16575 -3.32305 0.0 0.1 -0.1 0.000
H 2.58124 4.78446 1.02505 0.0 0.0 0.0 0.000
C -0.41210 4.84510 -2.40569 0.0 0.0 0.0 0.000
C 4.25816 3.23531 -4.20019 0.0 0.0 0.0 0.000
O -4.01176 -0.24170 0.74348 0.0 -0.1 0.0 0.002
H -0.06422 4.20273 -3.20426 0.0 0.0 0.0 0.000
C -2.99956 0.75385 -2.20831 0.1 -0.1 0.0 0.000
C -2.47577 3.42758 -2.28321 -0.1 0.1 0.0 0.001
H 5.85675 -0.17817 1.05073 0.0 0.0 0.0 0.000
H 2.94894 1.64872 -2.76867 0.0 0.0 0.0 0.001
O -0.56646 1.79826 -1.64789 -0.3 0.0 0.1 0.007
H 0.60070 7.45118 -0.49741 0.0 0.0 0.0 0.000
C 2.88919 2.35612 -1.95611 0.1 0.0 0.1 0.008
H -3.14338 -0.06166 -1.49962 0.0 0.1 0.0 0.000
C -2.05857 5.36795 -0.74504 0.0 0.0 0.0 -0.001
O -2.34500 -1.07071 2.52256 0.0 0.1 0.0 0.000
H -0.76682 -0.71974 -2.38053 0.0 0.0 0.0 0.009
H -2.43556 0.61836 -6.83563 0.0 0.0 0.0 0.000
S 1.74997 -2.41694 -0.30119 -0.3 0.0 0.0 0.054
H 3.38803 -4.43621 0.85200 0.0 0.0 0.0 0.000
H -1.96332 1.30481 2.80777 0.0 0.0 0.1 0.000
C 3.37092 4.49120 -0.90457 0.0 -0.1 -0.1 0.004
C 7.35200 -2.37229 1.97880 -0.1 0.0 -0.1 0.000
H 4.82291 3.78854 -4.94777 0.0 0.0 0.0 0.000
C 4.07160 -1.14818 0.50506 0.0 0.0 0.1 0.010
H 0.64286 4.53301 1.85131 0.0 0.0 0.0 0.000
C -0.03333 6.65727 -0.87205 0.0 0.0 0.0 0.000
C -1.25658 6.39595 -0.27082 0.0 0.0 0.0 0.000
H 0.44795 -1.41614 -4.40281 0.0 0.0 0.0 0.000
H 3.85283 5.45684 -0.96808 0.0 0.0 0.0 0.000
C 3.45225 3.59923 -2.00264 0.0 0.1 0.0 0.001
C -2.74867 0.70626 -4.71408 0.0 0.0 0.0 0.000
H -1.58486 6.98722 0.57549 0.0 0.0 0.0 0.000
C -0.91833 -0.45046 -5.75503 0.0 0.0 0.0 0.000
H -3.00239 5.14752 -0.25986 0.0 0.0 0.0 0.000
O 8.10202 -1.23418 1.85136 0.0 0.0 0.0 0.000
H -0.38574 -0.75815 -6.64666 0.0 0.0 0.0 0.000
P -0.87836 -1.18592 3.26188 -0.2 -0.1 -0.1 0.000
H 5.69239 -4.40973 1.75339 0.0 0.0 0.0 0.000
```
Forces are in eV/Å.

As for the total energy: -136102.0164 eV. For the HOMO energy (alpha / beta), the calculation gives -2.1 / -2.1 eV. As for the LUMO energy (alpha / beta): 3.87 / 3.87 eV. Its total charge is -2. As for the multiplicity: 4.



Among the records above, which one has the lowest multiplicity? C30H30ClN9O5S2Ti



What is the total charge in the second record? -2